{
  "formula": "C19H21N5O2S",
  "method": "the ωB97M-V functional and the def2-TZVPD basis",
  "symbols": ["H", "H", "C", "H", "C", "H", "C", "N", "H", "H", "N", "O", "C", "H", "C", "H", "C", "N", "C", "H", "N", "H", "H", "C", "C", "C", "O", "C", "C", "C", "H", "H", "C", "C", "H", "H", "C", "N", "C", "S", "H", "H", "C", "H", "H", "C", "H", "H"],
  "xyz": [[4.77835, 1.82011, 1.78211], [3.02833, -2.92297, -1.84279], [3.62187, -1.83584, -0.10029], [-2.88320, -1.83853, -1.68142], [1.81747, 1.75615, -1.31666], [-2.21590, 1.67580, 1.39918], [1.38507, 1.91608, -0.01947], [-2.16958, 1.78890, 0.38256], [3.86265, -0.76786, 1.73892], [-0.12065, -0.60770, -2.17613], [-2.20332, -0.68791, 1.89370], [-3.31165, 1.70496, -1.57858], [1.80526, -1.03910, 1.26431], [-5.39288, 1.26532, -0.02679], [1.33090, -2.26044, -0.74070], [-1.38597, -2.77986, -1.66734], [-3.28239, 1.56105, -0.38021], [-1.64809, -1.44540, -0.09912], [-2.66049, -1.02549, 0.71850], [0.65091, -2.73053, -1.43096], [-0.95774, 1.88525, -0.19968], [5.29507, 3.02760, 0.60274], [-1.27722, -1.06015, -3.43852], [-4.43820, 0.99127, 0.41614], [0.07505, 1.93341, 0.54610], [5.08669, -1.94856, -0.38748], [2.45547, 2.01607, 0.80710], [-1.80716, -1.78569, -1.49174], [4.88694, 2.02330, 0.72013], [3.56307, 1.91779, 0.05304], [-4.40814, 1.22318, 1.47855], [5.67652, -1.69876, 0.49082], [2.68786, -2.38496, -0.96947], [3.22283, 1.75514, -1.26420], [1.18878, 1.65944, -2.17665], [5.36018, -1.26596, -1.19267], [-0.53107, -1.32259, 0.68827], [-0.88490, -0.86823, 1.87279], [-1.17523, -0.73997, -2.40526], [-4.32578, -0.83633, 0.21460], [5.34055, -2.95731, -0.70733], [0.01304, 1.94504, 1.63929], [3.15654, -1.17741, 1.03167], [1.44606, -0.52667, 2.14195], [3.89917, 1.64970, -2.08779], [0.86581, -1.56141, 0.37092], [-1.67475, 0.21868, -2.28824], [5.58808, 1.31791, 0.28157]],
  "mulliken_charge": [0.327, 0.437, 1.083, 0.433, -0.264, 0.400, 0.530, 0.022, 0.405, 0.011, -0.765, -0.579, -0.887, 0.439, -0.163, 0.397, 0.221, 0.266, 0.383, 0.315, -0.346, 0.393, 0.441, -0.656, -0.480, -1.665, -0.378, -0.909, -1.413, 0.424, 0.339, 0.355, -1.000, -0.674, 0.648, 0.260, 0.111, -0.215, -0.472, -0.217, 0.473, 0.322, -0.544, 0.489, 0.530, 0.749, 0.157, 0.269],
  "de_lowest_kj_mol": 230.0,
  "homo_lumo_gap_ha": 0.2994,
  "lumo_energy_ev": 0.437,
  "total_charge": 0,
  "smiles": "CCn1c(SCC(=O)N/N=C/c2ccc(C)o2)nnc1-c1ccc(C)cc1"
}


{
  "formula": "C24H30AsCrIN5O4",
  "method": "the ωB97M-V functional and the def2-TZVPD basis",
  "symbols": ["O", "H", "C", "H", "Cr", "H", "H", "C", "H", "H", "H", "N", "N", "H", "H", "H", "H", "C", "C", "C", "H", "C", "H", "H", "C", "C", "H", "I", "C", "C", "As", "N", "H", "C", "H", "O", "C", "H", "H", "H", "C", "C", "C", "H", "H", "C", "H", "C", "C", "C", "H", "C", "H", "H", "C", "N", "N", "H", "C", "H", "C", "O", "H", "O", "H", "C"],
  "xyz": [[0.96425, 1.41529, -5.10324], [-5.55649, -0.73354, 2.42493], [-2.72850, 1.13337, 0.63426], [-1.68744, 2.50725, 3.33636], [-0.56662, 2.07369, -1.55576], [0.76527, 3.00960, 2.05668], [-3.52146, 0.23037, -1.19489], [2.07526, 2.59800, 0.01437], [3.23938, -2.51184, -4.44404], [-5.22492, -0.91712, -0.02831], [-1.65042, -3.26468, 2.79494], [-1.86648, 2.12697, 2.41852], [3.46025, 2.00784, -1.93042], [-2.17964, -2.00511, 4.95149], [2.48933, -1.29223, 3.19130], [2.80262, 3.42663, 0.10025], [3.15282, -2.90236, 3.02744], [2.60973, 0.01064, -2.32480], [0.28052, 1.49967, -4.12071], [-2.91237, 1.28201, 2.02792], [-1.28486, -0.62073, 4.32491], [4.36866, -0.64667, -4.34071], [5.07445, -0.90605, -5.11378], [3.96146, 2.86458, -2.09512], [0.06192, 3.27109, 1.23519], [3.35629, -1.53480, -3.97365], [0.89477, -3.54433, 1.76144], [-1.72410, 5.47550, -0.85873], [-3.59285, 0.35766, -0.11741], [2.43212, -1.17972, -2.99136], [-0.16708, -1.27089, 1.67599], [0.72729, 3.14652, -0.08937], [-2.08805, -3.53280, 0.53980], [-4.75826, -0.18309, 1.95131], [0.73735, 4.04878, -0.54328], [-1.64351, 0.88971, -2.79822], [-0.78232, -1.94055, -0.02111], [-0.02333, -1.66576, -0.77186], [-0.34007, 4.27444, 1.31794], [-2.55424, -1.83869, 2.46235], [-4.56255, -0.32109, 0.58009], [-0.90177, 0.50885, -3.82221], [-3.93265, 0.63885, 2.70867], [-0.50581, -4.08081, -0.08417], [1.72635, -2.64644, 4.00462], [1.32638, -2.54385, 1.86667], [1.93318, -2.36554, 0.95318], [-1.28509, -3.34678, -0.18068], [3.61101, 0.89219, -2.74386], [-1.37632, -1.71352, 4.28621], [1.61487, -1.84559, -2.80912], [-1.13471, 2.39019, 1.30801], [-1.66244, -3.49967, -1.17948], [-0.45102, -2.17764, 4.70375], [-1.58377, -2.16367, 2.86300], [1.88942, 0.57441, -1.28423], [-1.58799, 1.81246, 0.22474], [-4.03755, 0.70294, 3.79266], [2.42016, 1.73618, -1.12399], [2.15673, 1.99234, 0.90477], [4.48387, 0.63120, -3.78730], [-1.09152, -0.50585, -4.49024], [5.17129, 1.39426, -4.11490], [0.51901, 2.39129, -3.17220], [-1.57148, -1.26953, -0.32821], [2.23167, -2.34383, 3.09360]],
  "mulliken_spin": [0.008, 0.000, 0.005, 0.000, 4.030, -0.002, 0.006, -0.046, 0.000, 0.000, 0.000, 0.007, 0.000, 0.000, 0.000, -0.002, 0.000, 0.049, -0.005, -0.010, 0.000, 0.001, 0.000, 0.000, -0.035, 0.000, 0.000, 0.012, -0.024, -0.014, 0.017, 0.013, 0.000, 0.000, 0.005, -0.011, 0.011, -0.003, 0.001, 0.000, 0.000, 0.018, 0.000, 0.000, 0.000, 0.000, 0.000, 0.002, -0.008, 0.000, -0.001, 0.075, 0.000, 0.000, 0.000, 0.037, -0.081, 0.000, -0.038, -0.007, 0.001, 0.005, 0.000, -0.015, -0.004, 0.000],
  "spin_multiplicity": 5,
  "homo_lumo_gap_ha": [0.2452, 0.2563],
  "lumo_energy_ev": [2.183, 2.182],
  "total_charge": -1
}